# C47H102F4N11O9S4

9 unconnected molecules or ions with the total composition C47H102F4N11O9S4 at a distorted geometry (ωB97M-V/def2-TZVPD, OMol25).

Its frontier orbital gap is 4.021 eV. The total charge is +5. The value obtained for the HOMO energy is -12.18 eV.

Each line ends with the Mulliken charge.
Atoms and positions in Å:
C  13.604  -6.188  -0.681  -1.12
C  12.800  -4.908  -0.488  -0.41
N  11.827  -4.959  0.595  0.18
C  12.100  -5.107  1.934  -0.30
C  10.864  -5.069  2.604  -0.32
N  9.920  -4.735  1.688  0.10
C  10.486  -4.820  0.448  -0.14
C  8.449  -4.585  1.906  -0.79
H  12.952  -7.050  -0.547  0.35
H  14.427  -6.226  0.033  0.35
H  14.053  -6.234  -1.674  0.37
H  12.243  -4.817  -1.420  0.26
H  13.398  -4.005  -0.371  0.35
H  13.117  -5.172  2.291  0.43
H  10.528  -5.008  3.629  0.38
H  9.967  -4.603  -0.474  0.34
H  7.840  -5.347  1.420  0.36
H  7.962  -3.669  1.571  0.33
H  8.220  -4.700  2.966  0.29
C  10.585  10.377  4.528  -1.26
C  10.551  10.153  2.993  -0.23
N  9.538  9.198  2.587  0.20
C  9.050  8.006  3.192  -0.32
C  8.309  7.277  2.286  -0.50
N  8.255  8.019  1.141  0.11
C  8.870  9.215  1.415  -0.10
C  7.589  7.760  -0.107  -0.80
H  10.941  9.475  5.025  0.38
H  9.661  10.741  4.978  0.35
H  11.314  11.159  4.738  0.39
H  11.556  9.823  2.733  0.28
H  10.457  11.059  2.395  0.35
H  9.226  7.821  4.241  0.38
H  7.797  6.326  2.282  0.47
H  8.910  10.080  0.770  0.33
H  7.686  8.612  -0.779  0.28
H  6.518  7.604  0.028  0.37
H  7.968  6.842  -0.555  0.34
C  7.293  0.111  -7.853  -0.97
C  7.016  -1.274  -7.319  0.50
O  6.416  -2.122  -7.929  -0.40
N  7.288  -1.594  -5.838  -0.15
H  7.424  -2.587  -5.711  0.36
H  8.186  -1.247  -5.534  0.39
C  6.162  -1.166  -4.896  -0.79
H  7.899  0.744  -7.204  0.34
H  6.406  0.701  -8.086  0.34
H  7.689  0.078  -8.868  0.35
H  6.003  -0.089  -4.939  0.35
H  6.325  -1.516  -3.876  0.32
H  5.266  -1.641  -5.295  0.36
C  0.127  3.384  9.442  -1.40
C  -1.277  3.913  9.311  -0.10
C  -1.600  4.295  7.805  -0.94
N  -3.006  4.749  7.562  0.39
C  -4.002  3.693  8.199  -1.07
C  -3.404  5.019  6.135  -0.63
C  -4.285  6.194  5.984  -0.47
C  -4.451  6.667  7.390  -0.65
C  -3.209  6.134  8.107  -0.70
H  0.188  2.488  8.824  0.34
H  0.450  3.155  10.457  0.39
H  0.771  4.199  9.111  0.33
H  -1.407  4.806  9.922  0.32
H  -1.930  3.101  9.631  0.29
H  -1.539  3.469  7.096  0.49
H  -0.896  5.056  7.470  0.42
H  -3.791  2.677  7.868  0.37
H  -4.977  3.821  7.729  0.44
H  -3.989  3.723  9.289  0.34
H  -3.919  4.100  5.852  0.35
H  -2.483  5.210  5.584  0.36
H  -5.246  5.908  5.556  0.26
H  -3.700  6.934  5.438  0.31
H  -5.410  6.285  7.739  0.30
H  -4.548  7.750  7.460  0.42
H  -3.276  6.143  9.195  0.42
H  -2.353  6.746  7.826  0.39
C  -2.228  -11.245  -6.371  -1.40
C  -1.976  -10.114  -7.445  -0.60
C  -0.520  -9.955  -7.873  -0.82
N  -0.256  -8.492  -8.348  0.31
C  -0.351  -7.569  -7.092  -1.13
C  -1.091  -7.937  -9.521  -0.51
C  -0.314  -8.298  -10.755  -0.63
C  1.133  -8.154  -10.354  -0.57
C  1.219  -8.365  -8.818  -0.52
H  -1.598  -12.104  -6.601  0.35
H  -3.291  -11.480  -6.320  0.38
H  -1.943  -10.961  -5.358  0.36
H  -2.498  -9.188  -7.206  0.35
H  -2.489  -10.411  -8.360  0.41
H  -0.211  -10.680  -8.626  0.56
H  0.197  -10.201  -7.090  0.50
H  -1.407  -7.411  -6.875  0.37
H  0.068  -6.634  -7.465  0.57
H  0.273  -8.005  -6.312  0.34
H  -1.138  -6.848  -9.527  0.43
H  -2.079  -8.396  -9.569  0.27
H  -0.500  -7.594  -11.567  0.38
H  -0.638  -9.289  -11.073  0.31
H  1.558  -7.193  -10.645  0.33
H  1.857  -8.824  -10.817  0.35
H  1.807  -7.611  -8.296  0.34
H  1.662  -9.343  -8.631  0.28
C  -13.988  6.538  0.457  -1.26
C  -12.491  6.580  0.636  -0.39
C  -11.791  6.034  -0.651  -0.58
N  -11.145  4.580  -0.521  -0.11
C  -12.374  3.569  -0.309  -0.97
C  -10.395  4.166  -1.808  -0.61
C  -9.537  3.006  -1.413  -0.60
C  -9.133  3.281  -0.016  -0.64
C  -10.048  4.372  0.543  -0.57
H  -14.337  5.548  0.165  0.28
H  -14.451  7.184  -0.289  0.36
H  -14.554  6.785  1.355  0.37
H  -12.092  6.092  1.525  0.28
H  -12.130  7.589  0.834  0.42
H  -10.881  6.596  -0.861  0.39
H  -12.408  5.902  -1.540  0.50
H  -12.874  3.927  0.592  0.37
H  -11.955  2.580  -0.119  0.43
H  -12.979  3.558  -1.215  0.34
H  -11.114  3.904  -2.584  0.38
H  -9.730  4.978  -2.103  0.44
H  -10.006  2.022  -1.384  0.33
H  -8.588  2.891  -1.936  0.37
H  -9.277  2.453  0.678  0.27
H  -8.088  3.558  0.121  0.41
H  -10.453  4.261  1.549  0.43
H  -9.497  5.287  0.327  0.35
C  -0.344  -4.307  5.423  -1.46
C  -0.769  -5.174  4.274  -0.33
C  -2.041  -4.692  3.542  -0.83
N  -2.534  -5.675  2.446  0.06
C  -1.460  -6.072  1.461  -0.93
C  -3.746  -5.063  1.659  -0.77
C  -4.629  -6.286  1.144  -0.54
C  -4.348  -7.350  2.159  -0.59
C  -3.234  -6.890  3.109  -0.60
H  0.607  -4.478  5.927  0.39
H  -1.119  -4.369  6.187  0.34
H  -0.229  -3.243  5.218  0.33
H  -0.631  -6.245  4.428  0.42
H  0.049  -5.063  3.562  0.33
H  -1.965  -3.791  2.934  0.60
H  -2.847  -4.458  4.238  0.43
H  -0.745  -6.729  1.957  0.38
H  -0.872  -5.210  1.144  0.39
H  -1.838  -6.567  0.567  0.36
H  -3.447  -4.338  0.902  0.47
H  -4.262  -4.381  2.334  0.41
H  -4.392  -6.582  0.122  0.35
H  -5.713  -6.176  1.175  0.30
H  -4.086  -8.296  1.684  0.29
H  -5.205  -7.640  2.768  0.41
H  -2.509  -7.663  3.366  0.44
H  -3.665  -6.457  4.012  0.36
N  -2.452  8.736  -3.658  -0.29
S  -3.749  8.011  -3.399  1.09
O  -4.873  8.684  -2.801  -0.61
O  -3.755  6.563  -3.115  -0.60
F  -4.155  7.951  -4.956  -0.31
S  -1.701  8.217  -2.198  1.10
O  -0.803  7.104  -2.369  -0.54
O  -2.488  8.318  -0.964  -0.56
F  -0.697  9.495  -2.053  -0.28
N  1.078  -0.413  -0.352  -0.20
S  1.165  0.840  0.365  1.02
O  0.007  1.262  1.091  -0.58
O  2.122  1.840  -0.197  -0.60
F  1.944  0.129  1.575  -0.33
S  0.152  0.332  -1.574  1.07
O  0.886  1.040  -2.626  -0.57
O  -1.207  0.807  -1.286  -0.54
F  -0.177  -1.024  -2.298  -0.27